Entry from the Open Molecules 2025 dataset: 2 unconnected molecules or ions with the total composition C31H27ClNO6S2 in a non-equilibrium geometry (wB97M-V/def2-TZVPD).

Geometry as ORCA input:
```
! RIJCOSX wB97M-V def2-TZVPD def2/J DEFGRID3
* xyz -1 1
C -4.57 3.26 -1.84
C -3.17 3.69 -2.19
O -2.25 2.90 -1.39
C -0.96 3.25 -1.58
C -0.04 2.42 -0.75
N 1.22 2.70 -0.85
C 2.32 2.08 -0.58
C 3.61 2.65 -0.91
C 4.80 1.88 -0.86
C 6.02 2.46 -1.19
C 6.06 3.82 -1.57
Cl 7.56 4.54 -1.97
C 4.88 4.59 -1.63
C 3.66 3.99 -1.32
O -0.60 4.13 -2.34
H -5.26 3.65 -2.59
H -4.67 2.17 -1.81
H -4.86 3.66 -0.87
H -2.96 3.52 -3.26
H -3.02 4.75 -1.95
H -0.48 1.76 0.01
H 2.32 1.09 -0.11
H 4.73 0.83 -0.57
H 6.94 1.89 -1.17
H 4.93 5.63 -1.91
H 2.72 4.54 -1.39
C -5.81 -2.92 0.57
C -5.39 -1.66 1.01
C -4.10 -1.50 1.52
C -3.23 -2.59 1.55
S -1.56 -2.37 2.15
C -0.60 -1.68 0.80
C -0.98 -1.79 -0.49
C -0.15 -1.66 -1.69
C 0.29 -0.39 -2.06
C 1.06 -0.17 -3.20
C 1.41 -1.26 -4.01
C 0.94 -2.54 -3.68
C 0.15 -2.74 -2.55
S 0.96 -0.90 1.26
C 1.38 -1.41 2.92
C 1.37 -0.48 3.96
C 1.66 -0.89 5.25
C 1.98 -2.22 5.51
C 2.05 -3.14 4.45
C 1.77 -2.73 3.15
O 2.00 -1.36 0.37
O 0.69 0.53 1.38
O -1.62 -1.36 3.19
O -1.05 -3.69 2.44
C -3.67 -3.87 1.19
C -4.96 -4.03 0.68
H -6.81 -3.04 0.15
H -6.05 -0.80 0.95
H -3.76 -0.53 1.89
H -1.97 -2.23 -0.63
H -0.04 0.44 -1.45
H 1.39 0.84 -3.44
H 2.03 -1.10 -4.89
H 1.18 -3.39 -4.32
H -0.24 -3.73 -2.28
H 1.10 0.56 3.74
H 1.61 -0.16 6.06
H 2.20 -2.55 6.53
H 2.32 -4.18 4.63
H 1.85 -3.42 2.31
H -3.01 -4.72 1.30
H -5.30 -5.02 0.37
*
```

Values from the calculation:
HOMO level ... -2.35 eV
F_max ... 0.064 Eh/bohr
Gap between HOMO and LUMO ... 4.18 eV
Molar mass ... 609.15 g/mol

=====

Entry from the Open Molecules 2025 dataset: a molecular structure, C27H35ClNO4ReS3Si in a non-equilibrium geometry (wB97M-V/def2-TZVPD).

Geometry as ORCA input:
```
! RIJCOSX wB97M-V def2-TZVPD def2/J DEFGRID3
* xyz 1 2
Re 0.52 0.23 0.73
C 3.74 1.31 1.39
C 3.39 2.30 0.29
S 1.70 2.18 -0.43
C 2.13 2.15 -2.21
C 2.92 0.95 -2.70
S 2.07 -0.57 -2.18
C 3.38 -1.59 -1.41
C 4.17 -0.94 -0.29
S 3.16 -0.41 1.16
H 4.82 1.27 1.53
H 3.29 1.62 2.34
H 3.42 3.30 0.74
H 4.10 2.26 -0.53
H 1.16 2.16 -2.71
H 2.65 3.08 -2.42
H 2.96 0.96 -3.79
H 3.94 0.93 -2.32
H 2.84 -2.46 -1.04
H 4.07 -1.90 -2.20
H 4.88 -1.68 0.09
H 4.73 -0.07 -0.63
C 0.76 -0.39 3.67
N -0.38 -0.37 2.75
C -1.37 0.60 3.24
C -1.01 -1.71 2.72
C -0.60 -2.49 1.50
C -0.93 -3.84 1.46
C -0.73 -4.58 0.30
C -0.21 -3.94 -0.81
C 0.12 -2.59 -0.76
C -0.03 -1.81 0.40
H 0.42 -0.61 4.69
H 1.24 0.59 3.68
H 1.48 -1.15 3.37
H -1.75 0.28 4.22
H -2.20 0.66 2.54
H -0.92 1.58 3.37
H -2.10 -1.59 2.66
H -0.77 -2.27 3.63
H -1.37 -4.29 2.33
H -1.00 -5.62 0.27
H -0.07 -4.49 -1.73
H 0.47 -2.12 -1.66
O 0.10 3.52 3.60
Cl 1.04 3.48 2.56
O 0.75 4.33 1.49
O 2.37 3.64 3.02
O 1.00 2.10 2.03
C -1.19 1.23 -5.19
C -1.19 -0.01 -4.56
C -1.25 -0.09 -3.18
C -1.32 1.06 -2.39
C -1.31 2.30 -3.04
C -1.25 2.39 -4.42
Si -1.46 1.03 -0.49
C -3.00 0.03 0.08
C -3.19 -1.31 -0.21
C -4.32 -1.98 0.25
C -5.26 -1.31 1.01
C -5.09 0.04 1.30
C -3.96 0.70 0.83
H -1.15 1.30 -6.26
H -1.16 -0.91 -5.15
H -1.25 -1.06 -2.71
H -1.35 3.20 -2.45
H -1.26 3.36 -4.89
H -1.68 2.44 -0.07
H -2.46 -1.85 -0.78
H -4.46 -3.02 0.02
H -6.13 -1.83 1.39
H -5.81 0.57 1.90
H -3.84 1.75 1.06
*
```

Values from the calculation:
HOMO level (alpha / beta) ... -11.16 / -11.03 eV
F_max ... 0.050 Eh/bohr
Gap between HOMO and LUMO (alpha / beta) ... 6.32 / 6.47 eV
Molar mass ... 783.53 g/mol
<S²> ... 0.7623
Energy above the lowest of the compared OMol25 structures with the same formula, charge and spin ... 59.9 kcal/mol

=====

The lowest molar mass belongs to which entry?
C31H27ClNO6S2